Record 1
The following is a quantum chemistry calculation of a cluster of 2 separate species, C2H11N2O in total in a non-equilibrium geometry, from OMol25.

Atoms and positions in Å:
C  1.781031  -0.905714  -1.634990
N  1.566601  -0.897948  -0.189885
H  2.538028  -1.610298  -1.976891
H  0.878871  -0.964366  -2.243636
H  2.232135  0.028196  -1.994560
H  1.991037  -0.090329  0.246647
H  2.080454  -1.690263  0.167715
H  -0.251589  -0.685434  0.173989
N  -1.278676  -0.518739  0.327060
C  -1.626555  0.929602  0.439387
O  -0.548116  1.474221  1.159676
H  -1.683201  -1.029570  1.079830
H  -1.748000  -0.958722  -0.472593
H  -1.613127  1.428542  -0.530916
H  -2.638779  0.968765  0.843272
H  -0.891460  2.278035  1.576622

Forces on atoms 1 to 3 (eV/Å):
C 0.87 1.33 -1.30
N -0.42 -0.31 0.10
H -0.41 -0.51 0.19

Properties
Gap between HOMO and LUMO = 10.90 eV
Net charge = +1
LUMO = -3.319 eV

Record 2
The following is a quantum chemistry calculation of a cluster of 2 separate species, C4H9O3 in total in a non-equilibrium geometry, from OMol25.

Atoms and positions in Å:
C  -1.721101  1.012668  -0.032967
C  -1.947403  -0.432764  -0.374785
C  -0.727544  1.111461  1.128085
O  -0.921777  1.814661  2.116851
O  0.247560  0.293098  1.223654
H  -1.189461  1.518488  -0.848310
H  -2.580145  1.541675  0.344982
H  -2.855761  -0.676199  -0.927286
H  -2.011672  -1.039586  0.627422
H  -1.051242  -0.791675  -0.976404
C  2.744109  -1.019080  -0.524159
O  2.228875  0.276939  -0.457422
H  1.300646  0.430234  0.196795
H  1.948733  -1.715117  -0.896302
H  3.522601  -1.036757  -1.115350
H  3.013585  -1.288041  0.515199

Forces on atoms 1 to 3 (eV/Å):
C 1.28 0.48 0.42
C 0.85 -2.04 1.03
C 0.92 -1.21 2.49

Properties
Gap between HOMO and LUMO = 8.28 eV
Net charge = -1
LUMO = 4.053 eV

Record 3
The following is a quantum chemistry calculation of the molecule C4H11NO in a non-equilibrium geometry, from OMol25.

Atoms and positions in Å:
C  0.390347  2.497669  -0.684598
C  -0.286370  0.309097  -0.541373
C  0.083611  -1.069918  -0.083408
C  0.632351  -1.100212  1.314969
H  -0.355850  2.855950  0.029788
H  1.297820  3.111661  -0.752848
H  -0.120816  2.523306  -1.688550
H  -1.119024  0.650845  0.054100
H  -0.576724  0.269244  -1.623757
H  0.826307  -1.445732  -0.800096
H  0.848918  -2.130073  1.624215
H  -0.166730  -0.695553  1.990800
H  1.545751  -0.511079  1.409931
H  -0.886436  -2.884335  -0.159091
H  -1.732591  -1.691277  0.553234
N  -1.152306  -1.906448  -0.265934
O  0.771743  1.216855  -0.377382

Forces on atoms 1 to 3 (eV/Å):
C -0.56 0.83 -1.41
C 0.05 0.16 -0.96
C -0.21 -0.93 -1.01

Properties
Gap between HOMO and LUMO = 10.83 eV
LUMO = 1.102 eV
SMILES = COC[C@@H](C)N

Record 4
The following is a quantum chemistry calculation of a cluster of 2 separate species, C10H9O3S in total in a non-equilibrium geometry, from OMol25.

Atoms and positions in Å:
C  -0.681658  -2.190544  0.656902
C  -0.574065  -1.993414  -0.701043
C  -0.946568  -1.097845  1.550327
C  -0.837201  -0.738062  -1.248515
C  -1.050883  0.125289  0.943167
C  -1.165245  0.388647  -0.438576
C  2.044190  0.585401  -0.287445
C  1.565685  1.720799  0.203570
C  3.384807  0.098952  -0.167595
C  -1.189362  1.630367  -1.097140
O  4.164125  0.765079  0.723169
O  3.795471  -0.849639  -0.789004
O  1.478874  2.797712  0.749397
S  -1.372458  3.155622  -0.284883
H  -0.483677  -3.191304  0.935542
H  -0.370662  -2.811162  -1.354372
H  -1.205917  -1.337261  2.536811
H  -0.847605  -0.531911  -2.266747
H  -1.256222  0.998173  1.513757
H  1.389369  -0.132774  -0.949579
H  -1.117240  1.719376  -2.135619
H  3.581433  1.495176  1.034495
H  -0.292881  3.182166  0.646103

Forces on atoms 1 to 3 (eV/Å):
C 0.11 0.63 0.57
C -0.74 1.55 -0.25
C 0.31 -1.58 -3.60

Properties
Gap between HOMO and LUMO (spin up / spin down) = 5.70 / 5.70 eV
Net charge = -1
LUMO (spin up / spin down) = 3.212 / 3.211 eV

Record 5
The following is a quantum chemistry calculation of a structure of composition CH26F3O16S in a non-equilibrium geometry, from OMol25.

Atoms and positions in Å:
C  0.189158  1.123465  -0.178918
F  -0.627065  1.455498  -1.165211
F  1.440566  1.382998  -0.538235
F  -0.121891  1.873883  0.851367
S  0.050716  -0.741393  0.206051
O  0.290048  -1.393689  -1.095363
O  1.175506  -1.009324  1.146398
O  -1.276437  -1.028962  0.814414
O  3.397760  1.391797  -0.946720
H  2.507039  1.599543  -1.229028
H  3.956617  1.734132  -1.644371
O  -1.066097  -2.433944  -1.795308
H  -0.406945  -1.818856  -1.473710
H  -0.608209  -3.273160  -1.843037
O  -3.333900  1.588571  -1.215392
H  -3.105066  0.661449  -1.281039
H  -2.495487  2.047151  -1.270147
O  -3.337772  -0.615195  0.821958
H  -2.634237  -0.337359  0.235385
H  -3.646765  0.195244  1.226864
O  2.908598  -1.092573  0.091819
H  3.341285  -0.288891  0.380106
H  2.025980  -1.034444  0.457661
O  -0.949219  4.175891  -0.428475
H  -1.355297  4.557925  0.349591
H  -1.027258  3.230527  -0.300263
O  -1.972800  -0.938688  2.947386
H  -2.136591  -0.769799  2.019551
H  -2.827133  -0.830932  3.365394
O  2.027650  0.020640  2.596264
H  1.612983  -0.448905  1.872519
H  2.835334  0.372898  2.222355
O  -1.111444  -2.872310  1.419019
H  -0.988921  -2.121681  0.837843
H  -1.624096  -2.528314  2.150514
O  2.237149  3.207208  -1.487800
H  1.285763  3.105371  -1.514996
H  2.419102  3.925091  -2.094245
O  1.777278  -0.577497  -2.057228
H  0.959431  -0.664829  -1.567613
H  2.445225  -0.940117  -1.475353
O  1.150791  -2.919623  2.084887
H  0.872177  -2.104151  1.668218
H  2.005411  -3.107577  1.696922
O  -2.406008  -0.492140  -1.416042
H  -1.884706  -1.292519  -1.353806
H  -1.968224  0.027592  -2.090186

Forces on atoms 1 to 3 (eV/Å):
C 0.75 -0.51 0.43
F 0.24 -0.07 -0.78
F -5.81 -1.12 3.39

Properties
Gap between HOMO and LUMO = 8.11 eV
Net charge = -1
LUMO = 2.272 eV

Record 6
The following is a quantum chemistry calculation of a structure of composition C46H60AsBrHgN8O7S2Si3, from OMol25.

Atoms and positions in Å:
Hg  -0.068446  -0.442892  0.883250
C  -2.846238  2.283724  2.573069
O  -3.066207  1.404691  1.470856
C  -4.141543  0.609113  1.478435
C  -5.228807  0.748341  2.317214
C  -6.289848  -0.158109  2.223202
Br  -7.813189  0.089412  3.347956
C  -6.269675  -1.203649  1.346971
C  -5.161020  -1.357540  0.490348
C  -4.115264  -0.427137  0.509321
O  -3.060837  -0.470257  -0.277570
C  -5.039745  -2.537256  -0.366600
N  -4.114450  -2.710531  -1.272105
C  -4.314004  -3.977609  -1.791969
C  -3.592299  -4.667382  -2.761444
C  -3.994573  -5.956096  -3.070138
C  -5.098385  -6.549607  -2.438786
C  -5.828874  -5.870252  -1.474879
C  -5.411131  -4.580382  -1.166955
N  -5.865622  -3.633954  -0.265299
H  -3.523998  3.145456  2.515320
H  -1.809497  2.602401  2.503627
H  -2.975024  1.749932  3.513854
H  -5.261052  1.548489  3.040293
H  -7.106287  -1.889030  1.305289
H  -3.098227  -1.218739  -0.919252
H  -2.737913  -4.200487  -3.238309
H  -3.440898  -6.524483  -3.807702
H  -5.383291  -7.560184  -2.706855
H  -6.681221  -6.327270  -0.985686
H  -6.602048  -3.752845  0.403333
O  -1.479382  -0.075478  4.282474
N  -0.931547  0.304530  5.384626
C  -1.324470  -0.293151  6.542362
C  -0.889093  0.103669  7.781582
C  0.011250  1.165753  7.854097
C  0.460202  1.727623  6.678755
C  0.049597  1.291100  5.395139
S  0.702162  1.926789  3.943724
H  -2.036945  -1.088302  6.384814
H  -1.250442  -0.411352  8.661962
H  0.351427  1.544059  8.811643
H  1.177029  2.536715  6.687859
C  3.873879  -5.269577  1.337221
C  2.455071  -4.797168  1.331492
C  1.335701  -5.258489  0.685803
C  0.295825  -4.358031  1.046067
N  0.743254  -3.433729  1.872207
N  2.045474  -3.720947  2.042085
C  -1.114400  -4.300367  0.552915
H  3.911893  -6.358586  1.300415
H  4.397235  -4.937212  2.236376
H  4.422755  -4.885955  0.472334
H  1.273220  -6.100727  0.011214
H  2.613515  -3.071703  2.557686
H  -1.568357  -5.293152  0.510623
H  -1.133722  -3.868415  -0.452481
H  -1.703786  -3.650456  1.199668
O  -2.136335  -0.899303  -3.355545
C  -0.975680  -1.294515  -3.412902
N  -0.089029  -1.398293  -2.392053
S  1.298389  -2.027040  -2.851141
O  1.517557  -3.347906  -2.300744
O  2.407130  -1.107555  -2.703097
C  0.912977  -2.184967  -4.587622
C  1.660572  -2.645475  -5.656181
C  1.061310  -2.639131  -6.911673
C  -0.247540  -2.182286  -7.074037
C  -0.982497  -1.728176  -5.982787
C  -0.380280  -1.737520  -4.739581
H  2.676105  -2.998460  -5.515834
H  1.618048  -2.992382  -7.772480
H  -0.692673  -2.181919  -8.062083
H  -2.000311  -1.369125  -6.082146
C  1.929443  6.431487  -0.113299
Si  1.489122  4.800836  0.719582
C  0.201554  5.219333  2.010330
C  3.042409  4.280284  1.638632
As  0.708663  2.892029  -0.394564
Si  -1.106995  3.838576  -1.566283
C  -1.609939  2.792289  -3.028869
C  -0.928974  5.621538  -2.147793
C  -2.585214  3.857124  -0.424425
Si  2.262797  2.734663  -2.168005
C  2.856470  4.387921  -2.864199
C  1.583295  1.750572  -3.610451
C  3.815310  1.873874  -1.578305
H  2.245583  7.119607  0.678486
H  1.081243  6.878409  -0.640216
H  2.750152  6.329020  -0.830072
H  0.506176  6.091118  2.600659
H  0.074571  4.363757  2.687752
H  -0.771590  5.435693  1.554674
H  3.497707  5.131791  2.156159
H  3.786508  3.852004  0.956566
H  2.784517  3.518772  2.385531
H  -0.946183  2.915761  -3.887903
H  -2.626277  3.066353  -3.331889
H  -1.619328  1.728718  -2.757538
H  0.001519  5.810520  -2.688829
H  -0.960451  6.301672  -1.289733
H  -1.766203  5.869088  -2.811151
H  -2.830019  2.828537  -0.137440
H  -3.451596  4.300416  -0.927387
H  -2.390253  4.415173  0.497295
H  2.049020  5.113880  -2.980466
H  3.312866  4.222951  -3.847816
H  3.613082  4.832790  -2.208266
H  1.245345  2.399936  -4.423385
H  0.750294  1.112037  -3.299934
H  2.366784  1.082439  -3.981565
H  4.132070  2.218314  -0.588541
H  4.632909  2.039916  -2.287789
H  3.616410  0.798529  -1.512425
N  7.554523  0.470552  2.773304
C  7.013453  -0.686016  2.290286
O  7.641681  -1.728061  2.287104
C  5.607628  -0.575719  1.773295
C  4.751124  0.450905  2.144416
C  3.480370  0.489038  1.585022
N  3.059681  -0.394750  0.689530
C  3.870464  -1.399671  0.356263
C  5.148448  -1.536396  0.885497
H  8.525301  0.442224  3.028480
H  7.139766  1.359997  2.562789
H  5.033337  1.201511  2.874104
H  2.758445  1.246687  1.877601
H  3.482251  -2.098488  -0.380903
H  5.795256  -2.358801  0.604535

Forces on atoms 1 to 3 (eV/Å):
Hg -0.15 0.03 0.14
C -0.19 -0.03 -0.02
O -0.01 -0.13 0.15

Properties
Gap between HOMO and LUMO = 5.20 eV
Net charge = -2
LUMO = 3.607 eV

Energy relative to the best compared isomer or geometry (same formula, charge and spin) (eV)
1.036, 1.624, 1.228, 2.141, 26.545, 0.736